# 1
The molecule C18H15Cl2N3O6 in a non-equilibrium geometry. Source: the OMol25 dataset; level of theory: ωB97M-V/def2-TZVPD.

## Properties
SMILES: COC(=O)[C@H](/C=N/OCc1ccc([N+](=O)[O-])cc1)NC(=O)c1ccc(Cl)cc1Cl
Total energy, Ha: -2230.77638
Spin multiplicity: 1
Net charge: 0
HOMO energy, eV: -9.429
F_max, Eh/bohr: 0.1227

```
44
C18H15Cl2N3O6 | the OMol25 dataset | ωB97M-V/def2-TZVPD
C -3.414 1.108 -1.022
O -2.349 0.094 -4.304
O 1.272 -0.384 -1.323
C 3.372 1.725 3.698
C 1.821 -5.237 -1.728
H -1.413 0.461 1.942
C 1.838 -3.641 0.000
H -3.738 2.099 0.935
H -0.982 2.319 -3.073
O -3.558 -0.826 -2.847
C -0.512 1.077 1.677
H 1.105 -4.763 -3.573
H 3.806 0.757 3.857
H 1.060 1.123 0.474
O -1.752 3.144 2.070
H -0.865 3.927 -1.666
H 0.771 -2.318 -2.991
C -1.620 3.183 -1.359
C -3.211 2.066 0.030
Cl 2.350 -3.259 1.640
C -2.353 3.152 -0.160
Cl 2.025 -6.921 -2.328
N -0.651 2.369 1.713
H 2.920 1.951 4.707
C 1.310 -4.338 -2.606
C 1.147 -1.302 -0.491
H -4.112 0.321 -0.881
O 2.410 1.641 2.562
C 1.159 -3.007 -2.326
H -1.354 4.738 0.760
C 1.630 0.565 2.506
C -2.132 4.050 0.993
C -2.601 1.055 -2.149
N 0.781 -0.949 0.788
H -2.991 4.599 1.198
C 2.058 -5.002 -0.376
C 1.458 -2.678 -0.943
C -1.699 2.093 -2.282
H 2.257 -5.818 0.324
N -2.800 0.008 -3.146
H 0.918 -1.664 1.484
O 1.689 -0.433 3.272
H 4.187 2.457 3.628
C 0.765 0.457 1.317
```

These are the Löwdin partial charges, in e, on atoms 1 to 8: atom 1 (C): 0.035, atom 2 (O): 0.060, atom 3 (O): 0.036, atom 4 (C): -0.003, atom 5 (C): -0.605, atom 6 (H): 0.154, atom 7 (C): -0.523, atom 8 (H): 0.104

---

# 2
A cluster of 3 separate species, C5H12O2 in total. Source: the OMol25 dataset; level of theory: ωB97M-V/def2-TZVPD.

## Properties
SMILES: C=CCC.C=O.O
Total energy, Ha: -348.13240
Spin multiplicity: 1
Net charge: 0
HOMO energy, eV: -9.921
F_max, Eh/bohr: 0.0104

```
19
C5H12O2 | the OMol25 dataset | ωB97M-V/def2-TZVPD
H -1.438 0.966 2.125
H 1.715 1.100 -0.560
C -0.456 0.415 -1.898
H -2.886 -0.662 -0.647
C 1.906 -0.665 0.691
H 2.555 -0.243 -1.323
H -0.360 1.496 -1.809
H 1.833 -1.756 0.603
C -2.398 -0.273 0.264
H 2.900 -0.435 1.090
C 0.449 -0.412 -1.377
H 1.155 -0.329 1.415
O -2.771 0.751 0.789
O -0.543 0.916 2.503
H -1.563 -0.869 0.670
H 0.305 -1.490 -1.485
C 1.707 0.008 -0.671
H -1.320 0.049 -2.449
H -0.090 1.672 2.110
```

These are the Löwdin partial charges, in e, on atoms 1 to 8: atom 1 (H): -0.006, atom 2 (H): 0.106, atom 3 (C): -0.028, atom 4 (H): 0.087, atom 5 (C): -0.110, atom 6 (H): 0.109, atom 7 (H): 0.069, atom 8 (H): 0.073

---

# 3
A cluster of 2 separate species, C3H12NOS in total in a non-equilibrium geometry. Source: the OMol25 dataset; level of theory: ωB97M-V/def2-TZVPD.

## Properties
Total energy, Ha: -649.42896
Spin multiplicity: 1
Net charge: +1
HOMO energy, eV: -12.160
F_max, Eh/bohr: 0.0219

```
18
C3H12NOS | the OMol25 dataset | ωB97M-V/def2-TZVPD
C -1.952 -0.999 -0.471
H 2.102 -1.320 0.497
S -3.637 -0.401 -0.242
H -1.336 0.564 0.919
H -0.761 -1.056 1.314
C 0.420 -0.177 -0.195
H 2.746 2.481 -1.556
N 1.658 -0.422 0.697
O 2.292 2.415 -0.699
H -4.054 -1.259 0.695
H 2.317 3.315 -0.354
H 0.551 -0.826 -1.050
H 0.553 0.867 -0.478
C -0.936 -0.354 0.490
H 1.382 -0.375 1.680
H -1.921 -2.072 -0.315
H -1.702 -0.766 -1.504
H 2.277 0.386 0.572
```

These are the Löwdin partial charges, in e, on atoms 1 to 8: atom 1 (C): -0.579, atom 2 (H): 0.173, atom 3 (S): 0.743, atom 4 (H): 0.104, atom 5 (H): 0.113, atom 6 (C): -0.134, atom 7 (H): 0.070, atom 8 (N): 0.201

---

# 4
A structure of composition C4H3NaO2 in a non-equilibrium geometry. Source: the OMol25 dataset; level of theory: ωB97M-V/def2-TZVPD.

## Properties
Total energy, Ha: -466.84626
Spin multiplicity: 1
Net charge: 0
HOMO energy, eV: -6.493
F_max, Eh/bohr: 0.0955

```
10
C4H3NaO2 | the OMol25 dataset | ωB97M-V/def2-TZVPD
C -1.256 0.562 -0.555
H -1.807 -1.481 -0.308
H 0.488 -2.194 0.595
Na 1.559 2.418 0.352
C 1.410 -0.469 0.034
C -1.015 -0.736 -0.232
C 0.329 -1.209 0.150
H -1.742 1.416 0.241
O 2.389 0.194 -0.047
O -0.354 1.499 -0.230
```

These are the Löwdin partial charges, in e, on atoms 1 to 8: atom 1 (C): -0.343, atom 2 (H): 0.075, atom 3 (H): 0.115, atom 4 (Na): 0.728, atom 5 (C): -0.207, atom 6 (C): -0.169, atom 7 (C): -0.106, atom 8 (H): 0.189

---

# 5
The molecule C14H16N4O3 in a non-equilibrium geometry. Source: the OMol25 dataset; level of theory: ωB97M-V/def2-TZVPD.

## Properties
SMILES: Cc1c(C(=O)N/N=C/C(C)C)[nH]c2ccc([N+](=O)[O-])cc12
Total energy, Ha: -987.62471
Spin multiplicity: 1
Net charge: 0
HOMO energy, eV: -8.822
F_max, Eh/bohr: 0.1041

```
37
C14H16N4O3 | the OMol25 dataset | ωB97M-V/def2-TZVPD
C -0.101 -1.897 4.130
N 0.599 0.514 -1.394
C 1.402 -0.480 5.424
H 1.340 1.319 1.372
H -2.437 -2.284 2.105
H -2.537 -1.760 0.653
C -0.208 -0.089 0.877
H -1.314 2.790 -6.259
H 0.983 2.286 -6.814
N 0.625 1.254 -2.571
O -1.641 0.471 -0.938
N 0.907 0.497 1.615
C -0.525 0.268 -0.488
N 0.338 -2.540 6.426
H -2.175 2.347 -4.746
H 0.758 0.607 -6.422
H 0.289 3.000 -4.512
H -1.290 -3.011 0.944
O 0.112 -3.671 6.152
H 1.487 0.304 -1.033
H -0.773 -2.751 3.939
C -1.823 -2.064 1.326
H -0.789 0.134 -3.728
C -0.037 1.997 -4.871
O 0.447 -2.124 7.519
H 2.412 1.126 4.243
H 1.980 -0.330 6.368
C 1.639 0.340 4.228
C 0.020 -1.026 3.006
C 0.925 0.052 2.955
H -1.592 1.058 -5.997
C 0.484 -1.594 5.378
C -1.403 2.042 -5.495
C -0.166 1.000 -3.644
H 1.915 1.651 -5.459
C -0.758 -1.000 1.690
C 0.909 1.562 -5.976
```

These are the Löwdin partial charges, in e, on atoms 1 to 8: atom 1 (C): 0.072, atom 2 (N): 0.010, atom 3 (C): 0.022, atom 4 (H): 0.110, atom 5 (H): 0.034, atom 6 (H): 0.042, atom 7 (C): -0.119, atom 8 (H): 0.066

---

# 6
A cluster of 7 separate species, C30H52N8O2 in total. Source: the OMol25 dataset; level of theory: ωB97M-V/def2-TZVPD.

## Properties
Total energy, Ha: -1762.76784
Spin multiplicity: 1
Net charge: 0
HOMO energy, eV: -7.470
F_max, Eh/bohr: 0.0189

```
92
C30H52N8O2 | the OMol25 dataset | ωB97M-V/def2-TZVPD
N 1.595 -0.362 1.998
H -6.432 -3.122 2.804
H -0.118 -6.345 6.662
H -6.289 -2.446 5.233
C 0.029 3.506 0.032
H -2.670 2.153 -1.508
H 5.982 4.758 -2.615
C 0.109 -5.622 5.878
H 2.452 5.709 -3.741
C -0.469 -6.085 4.548
C 3.308 4.789 -2.089
H 0.928 -5.004 3.272
H -1.722 -1.462 -0.830
C 0.135 -1.011 -7.305
C 4.576 5.439 -4.122
H 0.802 5.226 -0.803
H 0.572 -1.952 -7.642
H 1.337 4.895 0.835
H -1.596 6.176 -1.204
C -2.868 0.033 -1.913
C -1.621 -0.419 -1.138
H -0.239 6.797 0.830
C 1.734 -0.654 0.754
N 3.282 4.014 -1.242
C -5.746 -4.837 3.882
N -0.649 2.347 -7.742
H 2.435 -1.156 3.874
H 1.521 0.203 -8.451
C -5.421 -2.407 4.572
H 0.214 0.268 -5.548
H 6.083 6.487 -2.963
H 3.223 -1.791 -0.314
H -6.639 -4.935 4.502
C -0.158 1.349 -8.023
C -0.408 -0.306 -1.946
C 2.249 -1.417 2.837
H -5.326 -1.387 4.202
C -0.153 -5.122 3.397
C 0.930 0.836 2.549
H 0.780 0.570 4.546
N 0.172 0.610 3.739
H -3.002 -0.617 -2.779
C 3.390 -1.801 1.899
C 0.442 0.059 -8.360
H 4.550 6.160 -4.940
C 2.595 -1.859 0.576
C -2.801 1.487 -2.361
H 4.048 -0.926 1.788
H 3.494 6.745 -2.765
C 3.394 5.744 -3.192
H 0.466 -1.436 -5.206
H -5.860 -5.509 3.030
H -1.968 1.651 -3.046
H -0.946 -1.161 -7.259
H 1.943 -2.749 0.554
O 5.276 -3.158 1.713
H -4.688 -3.327 2.769
H 4.433 4.452 -4.563
H -0.381 -0.242 3.707
N -0.322 2.419 -0.080
H -0.945 5.453 1.708
H 1.537 -2.254 2.805
H -1.485 0.194 -0.246
H -3.733 -0.119 -1.265
H 1.193 -5.508 5.823
H -1.549 -6.191 4.635
C -0.651 5.794 0.713
H -0.561 -5.494 2.455
H -2.625 6.511 0.189
N -1.140 -2.737 3.794
O 3.662 -3.727 3.199
H -2.322 4.846 -0.298
C -4.603 -5.295 4.667
H 1.752 -0.496 -5.952
H 6.734 5.315 -4.107
C 4.217 -3.039 2.320
H -4.531 -2.628 5.162
H -3.718 1.769 -2.879
H 1.737 1.541 2.783
C -0.720 -3.794 3.622
N 0.527 -0.215 -2.606
H -0.320 -4.665 6.180
C -1.867 5.833 -0.203
C 0.671 -0.647 -5.927
C 0.467 4.889 0.178
H -0.063 -7.064 4.287
C -5.567 -3.386 3.415
H 0.351 1.269 1.733
C 5.920 5.504 -3.409
H 0.065 -0.237 -9.340
H 1.291 -0.039 -0.030
N -3.712 -5.641 5.303
```

These are the Löwdin partial charges, in e, on atoms 1 to 8: atom 1 (N): -0.022, atom 2 (H): 0.106, atom 3 (H): 0.072, atom 4 (H): 0.076, atom 5 (C): -0.184, atom 6 (H): 0.051, atom 7 (H): 0.072, atom 8 (C): -0.103

---

# 7
A structure of composition C31H36GaN4S2. Source: the OMol25 dataset; level of theory: ωB97M-V/def2-TZVPD.

## Properties
Total energy, Ha: -4142.94887
Spin multiplicity: 1
Net charge: +1
HOMO energy, eV: -10.349
F_max, Eh/bohr: 0.0048

```
74
C31H36GaN4S2 | the OMol25 dataset | ωB97M-V/def2-TZVPD
H -1.221 2.277 -0.628
H 0.182 3.791 2.640
Ga -1.004 -0.837 0.588
C 0.519 -2.440 3.494
H 3.170 -2.238 4.224
H -4.180 4.596 -1.008
H -2.200 -1.585 -1.917
H -0.080 1.079 5.432
N -0.222 0.775 1.451
H -3.664 0.450 -1.948
C -1.920 -3.119 3.102
H 5.147 0.586 -6.305
H 3.303 -0.838 3.167
C 0.601 0.089 -1.768
H 3.840 -2.417 2.610
H -0.119 -4.618 0.749
C 2.886 2.895 -6.005
H 0.393 2.772 5.256
C -0.134 -2.517 1.262
C 3.049 0.185 -6.066
C -3.799 3.293 0.655
S 0.351 -0.235 -5.786
H -1.741 -1.448 -4.329
C 0.224 1.725 3.415
H 1.830 0.772 -3.360
C -0.195 2.102 1.260
C 0.571 -2.484 4.991
H 1.065 -1.599 5.404
C -0.529 -3.685 0.353
H -3.858 4.085 1.392
H -0.139 -3.560 -0.660
N 4.089 2.341 -6.142
H -3.424 1.761 2.116
C 1.714 2.162 -5.891
H -2.714 -2.613 2.555
H -1.613 -3.805 0.282
C 1.334 -2.264 1.355
H 1.145 -3.346 5.340
C -3.682 1.252 -1.220
H 1.592 1.497 5.035
C 0.088 -0.310 -4.065
C -3.556 1.990 1.066
C 0.090 2.731 2.471
H 2.654 -3.204 -0.052
H -0.422 -2.550 5.432
C -0.421 2.755 -0.061
H -2.038 -4.192 2.921
H 3.158 -0.891 -6.099
C 2.256 -2.209 0.175
H -0.698 3.795 0.099
C -3.490 0.961 0.129
C -1.054 -0.994 -3.627
H 0.758 2.659 -5.796
C -3.923 2.557 -1.627
H 1.759 -1.868 -0.733
H -4.082 2.771 -2.676
C 1.698 -2.190 2.655
C 0.549 1.769 4.868
H 0.491 2.754 -0.659
C 1.806 0.776 -5.910
H 1.254 0.473 -0.992
S -3.232 -0.715 0.678
C 4.159 1.015 -6.179
C 0.928 0.241 -3.095
H 2.854 3.979 -5.989
C -0.555 -2.666 2.693
N 0.017 0.574 2.772
C -3.979 3.581 -0.691
N -0.500 -0.549 -1.352
H 0.095 -0.382 3.117
H 3.109 -1.555 0.357
H -2.100 -2.949 4.163
C -1.312 -1.084 -2.283
C 3.069 -1.908 3.190
```

These are the Löwdin partial charges, in e, on atoms 1 to 8: atom 1 (H): 0.064, atom 2 (H): 0.126, atom 3 (Ga): 0.367, atom 4 (C): -0.232, atom 5 (H): 0.074, atom 6 (H): 0.108, atom 7 (H): 0.105, atom 8 (H): 0.089

---

# 8
A structure of composition C30H48AuP2Te in a non-equilibrium geometry. Source: the OMol25 dataset; level of theory: ωB97M-V/def2-TZVPD.

## Properties
Total energy, Ha: -2257.81864
Spin multiplicity: 3
Net charge: +1
HOMO energy (alpha / beta), eV: -8.601 / -8.524
F_max, Eh/bohr: 0.0661

```
82
C30H48AuP2Te | the OMol25 dataset | ωB97M-V/def2-TZVPD
Au 0.069 -0.134 -5.032
C -2.499 2.720 3.033
C 1.533 0.722 -6.343
H -2.281 -1.565 -1.810
H -0.960 3.898 5.837
C -0.517 1.625 -7.473
C 0.937 1.928 -6.989
P 1.417 1.516 -1.726
H -3.955 1.646 -3.233
H -2.698 -0.893 -3.377
H -1.741 -0.964 3.837
H 3.487 -1.711 1.863
H 0.360 1.272 3.200
H -0.487 1.019 -8.394
H -2.026 1.607 -5.878
H 2.140 -1.289 -6.350
C -1.440 2.963 2.137
H 1.968 0.526 3.396
H 0.551 -0.074 4.323
C -1.300 0.974 -6.382
C -0.283 3.676 2.502
H 2.172 1.721 0.530
C -0.724 -1.163 1.990
H -4.180 2.042 -1.490
H 1.564 2.342 -7.797
H -1.869 3.046 -2.796
C 1.476 -1.213 1.308
H 3.297 -1.048 0.226
C -1.211 2.165 -2.906
H 0.244 3.586 -1.973
H -2.250 0.208 2.624
C 0.444 -1.193 -7.801
H 0.941 2.758 -6.247
C -1.988 -0.815 -2.550
H -4.441 0.372 -2.072
H -3.408 2.243 2.664
C 0.224 2.661 -2.586
C 2.925 -0.980 1.260
H -1.091 -2.405 -6.975
C -1.047 -1.387 -7.401
H 0.792 4.505 4.177
H 1.604 -3.977 -0.183
C -0.625 -2.042 0.885
H -2.788 -1.460 2.463
H 0.616 -0.773 -8.811
C 0.741 -2.101 0.469
H -2.586 -2.050 0.076
C -2.301 3.060 4.387
H 3.831 1.597 -2.136
H 2.936 2.814 -3.146
C 0.579 -0.638 2.257
C -1.529 -0.444 -6.303
C 2.943 1.787 -2.759
C 1.346 -0.637 -6.719
C -1.109 3.663 4.790
C 0.890 0.314 3.343
C -1.767 -2.748 0.297
H 2.776 3.115 -0.462
H 0.441 3.936 1.745
H 1.041 3.023 0.082
C 1.309 -2.993 -0.582
H -3.098 2.835 5.104
H -0.992 -1.040 -2.954
C 1.920 2.466 -0.241
H -2.326 -0.793 -5.629
H -0.969 2.589 -7.742
P -2.096 0.884 -1.890
Te -1.584 1.830 0.300
H 2.211 -2.564 -1.029
H 0.742 2.903 -3.525
H 2.926 1.086 -3.597
H -1.276 1.801 -3.945
H 0.595 -3.195 -1.387
H 0.820 -2.226 -7.877
H -1.718 -1.419 -8.269
H -1.490 -3.235 -0.646
H 3.188 0.005 1.672
C -0.116 3.995 3.854
H 2.309 0.913 -5.604
C -3.839 1.282 -2.202
H -2.162 -3.508 0.988
C -1.936 -0.840 2.761
```

These are the Löwdin partial charges, in e, on atoms 1 to 8: atom 1 (Au): 1.058, atom 2 (C): -0.179, atom 3 (C): -0.236, atom 4 (H): 0.021, atom 5 (H): 0.101, atom 6 (C): -0.158, atom 7 (C): -0.156, atom 8 (P): 0.822

---

# 9
A structure of composition C6H20AgN10O8 in a non-equilibrium geometry. Source: the OMol25 dataset; level of theory: ωB97M-V/def2-TZVPD.

## Properties
Total energy, Ha: -1537.24782
Spin multiplicity: 2
Net charge: 0
HOMO energy (alpha / beta), eV: -7.587 / -7.187
F_max, Eh/bohr: 0.0253

```
45
C6H20AgN10O8 | the OMol25 dataset | ωB97M-V/def2-TZVPD
H -10.885 23.542 22.670
O -9.920 22.237 27.305
N -5.513 21.729 26.096
H -8.982 25.245 27.525
N -10.675 19.798 28.810
H -14.077 22.241 23.204
H -10.775 20.752 28.498
H -12.569 23.672 22.340
N -9.986 23.587 29.155
C -12.083 22.273 23.788
O -9.770 19.266 26.830
C -6.197 20.830 26.862
Ag -9.206 21.041 25.337
N -13.388 21.818 23.801
H -8.771 24.087 26.200
C -7.838 22.746 23.612
C -9.698 23.323 27.831
H -4.497 20.258 27.936
H -9.662 24.455 29.538
O -9.925 19.358 23.911
H -10.131 19.570 21.406
H -13.759 21.406 24.637
N -10.372 17.171 23.554
N -10.381 18.682 21.800
N -5.491 20.180 27.841
H -10.732 17.967 21.192
H -10.708 16.448 22.946
C -10.122 18.911 27.936
H -6.051 22.115 25.337
H -9.807 16.905 27.687
H -6.018 19.505 28.361
O -8.337 23.181 24.718
H -10.310 16.951 24.529
C -10.215 18.467 23.138
H -10.164 22.795 29.740
O -11.236 21.851 24.544
O -7.382 23.453 22.709
O -7.381 20.609 26.657
H -10.287 17.378 29.308
H -4.566 21.999 26.274
H -10.895 19.562 29.760
N -9.059 24.317 27.153
N -10.038 17.603 28.364
N -11.823 23.222 22.838
O -7.844 21.450 23.532
```

These are the Löwdin partial charges, in e, on atoms 1 to 8: atom 1 (H): 0.109, atom 2 (O): -0.032, atom 3 (N): 0.183, atom 4 (H): 0.094, atom 5 (N): 0.162, atom 6 (H): 0.083, atom 7 (H): 0.066, atom 8 (H): 0.089